The following is a DFT calculation (ωB97M-V/def2-TZVPD) of 2 unconnected molecules or ions with the total composition C18H32NO10P.

The value obtained for the max |F| is 0.1921 Eh/bohr. As for the SMILES: CC(=O)N(C(C)=O)[C@@]1(P(C)C)OC(=O)O[C@]1(C)CC(=O)O.COCCOCCOC. As for the LUMO energy: -0.5 eV. As for the gap between HOMO and LUMO: 8.297 eV. The electronic energy comes out at -1853.1726 Ha.

The geometry in ORCA input format:
```
! wB97M-V def2-TZVPD RIJCOSX def2/J DEFGRID3
* xyz 0 1
C -0.343 0.455 5.111
C 1.188 1.043 4.786
O 1.748 1.752 5.769
N 1.784 0.664 3.464
C 3.066 -0.100 3.541
C 2.968 -1.740 3.220
O 4.278 0.337 3.886
C 1.697 1.700 2.398
P 0.744 1.089 0.812
C 0.057 -0.676 1.048
C -0.860 2.188 0.678
O 0.662 2.632 2.958
C 1.091 4.056 2.874
O 0.775 5.088 3.660
O 2.029 3.985 1.704
C 2.861 2.803 2.116
C 3.747 3.453 3.328
C 3.867 2.669 0.828
C 4.210 1.137 0.362
O 5.062 0.291 0.950
O 3.555 0.626 -0.888
H -0.338 -0.216 6.095
H -1.142 1.333 5.217
H -0.688 -0.201 4.197
H 3.421 -2.026 2.179
H 3.551 -2.337 4.074
H 1.837 -2.040 3.334
H -0.967 -0.623 1.650
H -0.245 -1.058 -0.042
H 0.814 -1.461 1.470
H -1.501 1.786 -0.239
H -1.529 2.009 1.649
H -0.618 3.318 0.495
H 3.306 3.331 4.402
H 4.806 2.908 3.304
H 3.981 4.609 3.158
H 4.862 3.298 1.023
H 3.337 3.214 -0.080
H 2.832 1.264 -1.182
C -1.345 -4.395 -5.065
O -2.570 -3.735 -4.786
C -3.141 -4.117 -3.535
C -3.751 -2.905 -2.821
O -2.792 -1.974 -2.301
C -2.044 -1.217 -3.262
C -2.872 -0.202 -4.057
O -3.717 -0.851 -5.004
C -5.012 -0.285 -5.085
H -1.539 -5.412 -5.414
H -0.834 -3.838 -5.856
H -0.689 -4.410 -4.189
H -2.396 -4.583 -2.880
H -3.927 -4.849 -3.746
H -4.297 -3.277 -1.947
H -4.490 -2.398 -3.440
H -1.473 -1.878 -3.915
H -1.304 -0.659 -2.678
H -2.198 0.451 -4.621
H -3.454 0.412 -3.359
H -5.446 -0.139 -4.090
H -5.651 -0.971 -5.637
H -4.966 0.669 -5.622
*
```



The following is a DFT calculation (ωB97M-V/def2-TZVPD) of 2 unconnected molecules or ions with the total composition C18H33BBr2F4N2O6P2S.

The value obtained for the max |F| is 0.0380 Eh/bohr. As for the LUMO energy: -2.4 eV. As for the gap between HOMO and LUMO: 6.702 eV. The electronic energy comes out at -7920.1223 Ha.

The geometry in ORCA input format:
```
! wB97M-V def2-TZVPD RIJCOSX def2/J DEFGRID3
* xyz 0 1
C 4.499 -3.428 0.095
C 5.144 -2.221 -0.598
C 4.455 -1.827 -1.905
C 3.010 -1.373 -1.784
O 2.920 -0.378 -0.758
C 1.691 0.224 -0.581
C 1.771 1.755 -0.474
C 2.209 2.599 -1.628
Br 1.878 1.881 -3.347
C 2.761 3.794 -1.536
C 3.191 4.706 -2.641
Br 3.145 4.473 0.191
C 0.438 2.039 0.122
P -0.519 3.654 0.072
O -1.881 2.962 0.649
O -0.730 3.738 -1.540
N 0.019 1.016 0.789
C 0.924 -0.168 0.736
C 0.150 -1.477 0.509
C -0.599 -2.126 1.673
C -1.692 -1.229 2.263
C -2.847 -1.079 1.261
N -3.316 0.310 1.122
C -3.783 0.876 2.404
C -4.419 0.306 0.163
C -4.610 1.542 -0.666
O -5.083 -0.650 0.037
P 2.024 -0.254 2.229
O 2.471 -1.783 2.105
O 1.014 -0.262 3.470
S 3.432 1.058 2.381
H 4.809 -4.362 -0.378
H 3.405 -3.390 0.067
H 4.786 -3.485 1.151
H 6.180 -2.478 -0.842
H 5.177 -1.357 0.074
H 4.443 -2.701 -2.571
H 5.031 -1.049 -2.415
H 2.335 -2.213 -1.573
H 2.687 -0.936 -2.737
H 0.979 -0.051 -1.376
H 2.475 1.945 0.353
H 2.997 5.745 -2.366
H 2.666 4.481 -3.570
H 4.271 4.612 -2.794
H -2.643 2.971 0.053
H -1.002 2.928 -1.996
H -0.900 1.011 1.242
H -0.562 -1.286 -0.303
H 0.888 -2.186 0.119
H 0.079 -2.501 2.440
H -1.099 -3.009 1.258
H -1.297 -0.248 2.553
H -2.046 -1.673 3.198
H -2.512 -1.392 0.266
H -3.668 -1.759 1.515
H -4.017 0.085 3.124
H -4.700 1.454 2.256
H -3.041 1.553 2.839
H -5.257 1.278 -1.505
H -3.653 1.926 -1.021
H -5.115 2.313 -0.075
H 3.421 -1.859 2.295
H 1.058 0.592 3.928
B -6.776 -2.729 -1.603
F -6.766 -3.047 -0.228
F -5.439 -2.711 -2.085
F -7.512 -3.695 -2.310
F -7.352 -1.454 -1.797
*
```



The following is a DFT calculation (ωB97M-V/def2-TZVPD) of a gas-phase ion, C18H33BF4N3O5 (charge +1).

The value obtained for the max |F| is 0.0510 Eh/bohr. As for the SMILES: C=CCN(CCF)/C(N(CC(=O)O)C[C@H](O)C(F)(F)F)=[N+](/CCC(C)C)B(O)OCC. As for the LUMO energy: -4.0 eV. As for the gap between HOMO and LUMO: 7.074 eV. The electronic energy comes out at -1670.1540 Ha.

The geometry in ORCA input format:
```
! wB97M-V def2-TZVPD RIJCOSX def2/J DEFGRID3
* xyz 1 1
C 2.000 3.724 0.146
C 0.836 3.897 0.905
C -0.085 2.708 1.170
N -0.194 1.851 -0.030
C -0.779 2.517 -1.210
C -1.883 3.555 -0.925
F -2.765 3.490 -2.004
C -0.686 0.548 0.211
N -2.000 0.133 0.547
C -2.511 0.653 1.817
C -1.632 0.403 3.034
O -1.241 1.324 3.652
O -1.339 -0.849 3.441
C -2.982 0.226 -0.548
C -2.589 -0.513 -1.861
O -2.953 0.338 -2.934
C -3.457 -1.773 -2.058
F -3.250 -2.197 -3.295
F -4.734 -1.489 -2.008
F -3.156 -2.732 -1.212
N 0.204 -0.350 0.050
C 0.031 -1.801 0.230
C 0.718 -2.334 1.524
C 1.779 -3.425 1.206
C 1.114 -4.644 0.519
C 2.433 -3.830 2.547
B 1.602 0.125 -0.340
O 2.553 0.137 0.660
O 1.848 0.520 -1.600
C 3.262 0.715 -1.879
C 3.530 1.028 -3.369
H 2.982 3.606 0.617
H 1.995 3.745 -0.949
H 0.595 4.878 1.325
H 0.448 2.133 1.938
H -1.037 3.013 1.621
H 0.045 3.051 -1.703
H -1.089 1.746 -1.917
H -2.478 3.273 -0.048
H -1.523 4.584 -0.897
H -2.759 1.722 1.770
H -3.473 0.153 2.013
H -0.417 -0.807 3.745
H -3.895 -0.258 -0.176
H -3.293 1.249 -0.806
H -1.533 -0.796 -1.940
H -2.172 0.576 -3.448
H 0.588 -2.275 -0.593
H -0.995 -2.151 0.137
H 1.221 -1.539 2.086
H -0.024 -2.809 2.173
H 2.525 -2.983 0.528
H 0.795 -5.381 1.263
H 1.872 -5.119 -0.115
H 0.267 -4.374 -0.122
H 2.970 -2.946 2.912
H 1.672 -4.090 3.290
H 3.103 -4.671 2.351
H 2.619 1.042 1.008
H 3.820 -0.188 -1.625
H 3.636 1.561 -1.295
H 4.032 2.000 -3.439
H 2.630 1.074 -3.987
H 4.246 0.299 -3.757
*
```



The following is a DFT calculation (ωB97M-V/def2-TZVPD) of a molecular structure, C18H33Cl3InN6O5S3Si.

The value obtained for the max |F| is 0.0323 Eh/bohr. The value obtained for the energy above the lowest of the compared OMol25 structures with the same formula, charge and spin is 1.668 eV. As for the LUMO energy: -2.7 eV. As for the gap between HOMO and LUMO: 7.522 eV. The electronic energy comes out at -4465.1747 Ha.

The geometry in ORCA input format:
```
! wB97M-V def2-TZVPD RIJCOSX def2/J DEFGRID3
* xyz 1 1
In -1.403 -0.324 0.520
C -4.432 0.902 -0.773
C -3.318 1.039 -1.843
N -2.076 1.565 -1.307
C -2.089 2.964 -0.899
C -1.258 3.156 0.379
N -1.536 2.140 1.385
C -2.746 2.314 2.174
C -4.029 2.013 1.383
N -3.900 0.803 0.578
H -5.126 1.746 -0.857
H -5.000 0.002 -1.014
H -3.080 0.045 -2.228
H -3.704 1.642 -2.677
H -1.353 1.432 -2.004
H -1.671 3.625 -1.668
H -3.119 3.269 -0.726
H -0.203 3.060 0.109
H -1.424 4.172 0.767
H -0.751 2.131 2.030
H -2.687 1.594 2.997
H -2.823 3.330 2.596
H -4.852 1.929 2.105
H -4.262 2.864 0.742
H -4.330 0.035 1.079
C -2.202 -2.551 4.752
S -1.985 -1.828 3.136
O -0.755 -1.117 3.092
O -1.872 -3.119 2.218
O -3.161 -1.133 2.712
H -1.547 -3.410 4.815
H -3.234 -2.839 4.894
H -1.910 -1.807 5.483
O 3.422 2.564 0.794
S 3.049 2.978 -0.525
O 2.807 4.359 -0.778
N 1.692 2.052 -0.944
C 2.035 1.147 -1.771
S 0.918 -0.075 -2.307
C 3.406 1.161 -2.294
C 3.969 0.343 -3.266
C 5.281 0.585 -3.646
C 6.009 1.618 -3.074
C 5.442 2.445 -2.106
C 4.141 2.200 -1.736
H 3.396 -0.439 -3.739
H 5.741 -0.033 -4.403
H 7.027 1.787 -3.391
H 6.001 3.258 -1.671
Cl -3.438 -2.717 -0.251
Si -3.086 -3.852 1.360
Cl -4.680 -3.949 2.540
Cl -2.273 -5.592 0.891
N 3.013 -1.992 -1.136
C 2.422 -3.328 -1.115
C 1.036 -3.227 -0.464
N 1.100 -2.687 0.886
C 1.835 -1.429 0.925
C 3.198 -1.485 0.226
H 1.861 -1.065 -2.028
H 3.910 -2.010 -1.612
H 3.048 -4.043 -0.556
H 2.328 -3.690 -2.139
H 0.571 -4.214 -0.433
H 0.405 -2.554 -1.058
H 1.567 -3.361 1.490
H 1.942 -1.126 1.969
H 1.229 -0.666 0.430
H 3.887 -2.125 0.797
H 3.625 -0.481 0.186
*
```



The following is a DFT calculation (ωB97M-V/def2-TZVPD) of 3 unconnected molecules or ions with the total composition C18H34BrClNO10P2S2.

The value obtained for the max |F| is 0.0349 Eh/bohr. As for the LUMO energy: -2.9 eV. As for the gap between HOMO and LUMO: 8.865 eV. The electronic energy comes out at -6026.3920 Ha.

The geometry in ORCA input format:
```
! wB97M-V def2-TZVPD RIJCOSX def2/J DEFGRID3
* xyz 1 1
C -3.067 5.686 -5.603
C -3.016 5.521 -4.419
C -3.018 5.185 -3.001
C -1.669 4.625 -2.505
C -1.045 3.575 -3.454
C -0.661 2.279 -2.723
C 0.734 1.648 -2.962
P 2.299 2.566 -2.457
O 3.224 2.191 -3.744
Cl 1.868 4.567 -2.727
C 0.569 0.261 -2.250
C 1.157 0.065 -0.846
Br 3.058 -0.282 -0.986
C 0.493 -1.100 -0.090
C 1.157 -1.445 1.236
N -0.927 0.012 -2.218
C -1.539 1.042 -3.138
C -1.587 0.656 -4.603
C -2.328 -0.699 -4.807
P -3.310 1.448 -2.684
O -4.046 2.097 -3.784
H -3.330 5.993 -6.592
H -3.831 4.498 -2.763
H -3.228 6.097 -2.436
H -1.816 4.224 -1.502
H -0.974 5.458 -2.401
H -0.190 4.005 -3.959
H -1.774 3.312 -4.219
H -0.740 2.294 -1.629
H 0.898 1.378 -4.004
H 3.069 2.793 -4.488
H 1.093 -0.451 -2.888
H 0.976 0.971 -0.262
H -0.519 -0.779 0.183
H 0.431 -1.968 -0.751
H 1.416 -0.528 1.767
H 2.028 -2.082 1.124
H 0.431 -1.971 1.853
H -1.351 0.229 -1.318
H -1.116 -0.961 -2.458
H -2.093 1.415 -5.189
H -0.592 0.520 -5.024
H -2.779 -1.085 -3.891
H -1.663 -1.465 -5.199
H -3.132 -0.579 -5.528
H -3.906 0.218 -2.321
H -3.247 2.270 -1.538
C -1.256 -3.919 5.753
C -0.269 -2.808 6.018
O -0.309 -2.007 4.820
S -1.783 -2.038 4.212
O -2.476 -0.873 4.623
O -1.686 -2.409 2.840
O -2.333 -3.279 5.041
H -0.826 -4.689 5.109
H -1.632 -4.374 6.664
H 0.735 -3.182 6.189
H -0.584 -2.184 6.857
C 5.275 -2.943 6.057
C 5.460 -4.338 5.499
O 4.350 -5.077 6.030
S 3.083 -4.121 6.173
O 2.253 -4.297 5.033
O 2.567 -4.230 7.487
O 3.854 -2.731 6.017
H 5.604 -2.877 7.095
H 5.781 -2.184 5.467
H 6.395 -4.796 5.807
H 5.390 -4.348 4.409
*
```



The following is a DFT calculation (ωB97M-V/def2-TZVPD) of a molecular structure, C18H34CaF8N4O31S8.

The value obtained for the max |F| is 0.1345 Eh/bohr. The value obtained for the energy above the lowest of the compared OMol25 structures with the same formula, charge and spin is 0.000 eV. As for the LUMO energy: 2.7 eV. As for the gap between HOMO and LUMO: 6.133 eV. The electronic energy comes out at -7919.9360 Ha.

The geometry in ORCA input format:
```
! wB97M-V def2-TZVPD RIJCOSX def2/J DEFGRID3
* xyz -2 1
Ca 2.820 -13.749 0.380
N 1.981 -13.616 -4.419
S 3.272 -13.776 -5.292
O 3.151 -14.596 -6.469
O 4.509 -13.794 -4.549
F 3.346 -12.260 -5.811
S 2.367 -14.843 -3.287
O 2.584 -14.485 -1.922
O 2.968 -16.041 -3.806
F 0.792 -15.265 -3.248
N 3.166 -9.084 -1.998
S 2.936 -9.143 -3.503
O 1.973 -10.130 -3.945
O 4.006 -8.696 -4.339
F 2.053 -7.788 -3.664
S 4.100 -10.549 -1.885
O 5.016 -10.892 -2.912
O 3.312 -11.549 -1.196
F 5.022 -10.043 -0.674
N -0.778 -11.693 -2.162
S -1.014 -10.208 -1.736
O 0.030 -9.625 -0.950
O -2.400 -9.860 -1.445
F -0.833 -9.548 -3.170
S -0.618 -12.233 -0.555
O -1.669 -11.906 0.370
O 0.729 -12.467 -0.056
F -1.038 -13.737 -0.973
N 3.081 -8.974 1.622
S 4.246 -8.902 2.656
O 5.202 -9.986 2.791
O 4.072 -8.105 3.864
F 5.109 -7.936 1.696
S 2.403 -10.287 2.313
O 2.341 -10.428 3.748
O 2.650 -11.489 1.544
F 0.857 -10.004 2.034
C 7.633 -14.330 -3.407
C 7.813 -15.529 -2.468
O 6.541 -15.546 -1.844
C 6.048 -14.313 -1.791
O 5.151 -13.911 -1.124
O 6.812 -13.532 -2.583
H 7.051 -14.569 -4.299
H 8.636 -13.976 -3.639
H 8.518 -15.343 -1.651
H 7.976 -16.541 -2.835
C 0.960 -13.147 4.806
O 1.282 -14.496 4.515
C 1.768 -14.881 3.342
O 1.814 -14.147 2.401
O 1.803 -16.228 3.223
C 2.182 -16.983 4.404
H 0.520 -12.604 3.965
H 1.923 -12.632 4.856
H 0.334 -13.035 5.683
H 2.733 -16.367 5.112
H 2.631 -17.927 4.118
H 1.222 -17.125 4.907
C -2.730 -15.113 1.018
C -1.261 -15.363 1.378
O -0.843 -16.447 0.532
C 0.374 -16.422 0.030
O 1.205 -15.579 0.158
O 0.714 -17.529 -0.668
C -0.116 -18.625 -0.952
H -2.802 -15.136 -0.070
H -2.948 -14.065 1.232
H -3.466 -15.774 1.473
H -1.182 -15.645 2.428
H -0.796 -14.395 1.206
H -0.267 -18.737 -2.025
H -1.106 -18.625 -0.493
H 0.372 -19.519 -0.557
C 4.634 -13.821 5.921
C 5.251 -12.763 5.011
O 4.620 -12.962 3.740
C 5.291 -13.119 2.605
O 4.675 -13.441 1.622
O 6.597 -13.013 2.747
C 7.347 -13.013 1.529
H 5.269 -14.195 6.731
H 4.352 -14.745 5.413
H 3.755 -13.456 6.454
H 6.338 -12.777 4.971
H 5.021 -11.781 5.425
H 8.272 -12.457 1.666
H 6.914 -12.518 0.659
H 7.501 -14.068 1.300
C 3.951 -18.405 -1.159
C 3.749 -18.639 0.338
O 4.819 -17.967 1.050
C 4.712 -16.687 1.307
O 3.904 -15.968 0.777
O 5.501 -16.269 2.292
C 6.135 -17.125 3.211
H 3.181 -18.994 -1.660
H 4.922 -18.642 -1.605
H 3.937 -17.362 -1.480
H 3.850 -19.693 0.593
H 2.817 -18.261 0.758
H 7.192 -17.195 2.947
H 5.642 -18.094 3.253
H 6.103 -16.647 4.191
*
```